Entry 1:
# C16H33CaNO9S2

A molecular structure, C16H33CaNO9S2 at a distorted geometry (ωB97M-V/def2-TZVPD, OMol25).

Last column: Löwdin charge in e.
Positions of all 62 atoms, in Å:
Ca  0.834  -0.582  -0.239  1.435
C  3.946  -3.500  -0.607  -0.011
C  2.946  -2.402  -0.363  -0.741
O  2.142  -2.510  0.599  -0.115
O  2.859  -1.434  -1.181  -0.149
H  4.197  -3.996  0.327  0.075
H  4.828  -3.161  -1.145  0.074
H  3.462  -4.240  -1.252  0.079
C  2.271  2.496  2.423  -0.003
C  1.770  1.451  1.467  -0.727
O  1.673  1.742  0.243  -0.121
O  1.426  0.323  1.918  -0.130
H  3.360  2.538  2.340  0.086
H  2.033  2.254  3.457  0.073
H  1.882  3.487  2.194  0.073
C  -0.465  -2.952  -3.980  -0.055
C  0.211  -2.008  -3.001  -0.400
C  -0.313  -0.594  -3.231  -0.181
O  0.484  0.315  -2.463  -0.326
C  1.470  1.014  -3.207  -0.070
N  -0.154  -2.303  -1.595  -0.027
H  -0.311  -2.629  -5.013  0.080
H  -1.542  -3.018  -3.813  0.083
H  -0.066  -3.966  -3.908  0.080
H  1.296  -1.965  -3.077  0.137
H  -1.338  -0.478  -2.870  0.129
H  -0.235  -0.325  -4.288  0.129
H  2.040  1.596  -2.486  0.093
H  0.983  1.641  -3.959  0.091
H  2.168  0.321  -3.688  0.099
H  0.145  -3.248  -1.369  0.104
H  -1.160  -2.330  -1.449  0.098
C  -2.191  3.507  -2.048  -0.209
C  -1.595  4.358  -0.917  -0.196
C  -1.175  3.418  0.219  -0.201
S  -2.172  1.940  0.069  0.685
O  -3.037  1.791  1.201  -0.298
O  -1.288  0.872  -0.324  -0.366
C  -3.069  2.472  -1.380  -0.224
H  -1.394  3.063  -2.648  0.114
H  -2.791  4.128  -2.712  0.116
H  -2.356  5.062  -0.576  0.116
H  -0.726  4.933  -1.229  0.118
H  -1.360  3.851  1.200  0.109
H  -0.131  3.102  0.160  0.084
H  -3.985  2.920  -0.981  0.111
H  -3.398  1.613  -1.962  0.110
C  0.209  -1.380  4.452  -0.217
C  -0.927  -0.378  4.660  -0.199
C  -1.540  -0.160  3.274  -0.225
S  -1.494  -1.750  2.471  0.697
O  -0.813  -1.602  1.203  -0.423
O  -2.774  -2.400  2.497  -0.304
C  -0.351  -2.517  3.615  -0.205
H  0.657  -1.738  5.380  0.117
H  1.030  -0.889  3.924  0.101
H  -0.587  0.572  5.066  0.116
H  -1.662  -0.812  5.345  0.117
H  -0.851  0.454  2.691  0.081
H  -2.511  0.325  3.280  0.100
H  0.402  -3.090  3.078  0.110
H  -0.963  -3.202  4.206  0.106

- electronic energy (eV) = -77159.630
- HOMO-LUMO gap (eV) = 9.05
- maximum force (eV/Å) = 1.781
- spin multiplicity = 1
- LUMO level (eV) = 0.31

=====

Entry 2:
# C4H3FO2

2 unconnected molecules or ions with the total composition C4H3FO2 at a distorted geometry (ωB97M-V/def2-TZVPD, OMol25).

Last column: Löwdin charge in e.
Positions of all 10 atoms, in Å:
C  0.279  0.173  -0.520  -0.116
C  0.784  -1.143  -0.427  -0.101
C  1.287  -2.240  -0.364  -0.146
F  1.697  -3.440  -0.429  0.145
H  0.940  0.929  -0.245  0.047
H  -0.067  0.424  -1.621  0.137
H  -0.391  0.383  0.232  0.052
O  2.288  -1.853  2.211  0.198
C  2.404  -0.701  2.140  -0.425
O  2.546  0.445  2.112  0.211

- electronic energy (eV) = -11006.625
- HOMO-LUMO gap (eV) = 10.42
- maximum force (eV/Å) = 3.675
- spin multiplicity = 1
- LUMO level (eV) = 0.58

=====

Quick rundown of highest occupied orbital energy, same order as above: -8.74 -9.85 eV